# 1
Below is one molecule with the formula C4H5Br at a distorted geometry, with properties calculated with wB97M-V/def2-TZVPD.

HOMO energy (eV): -8.900
Charge: 0
Kohn-Sham gap (eV): 9.3
SMILES string: C=C/C=C/Br
DFT total energy (Eh): -2729.3708
Energy above the lowest of the compared OMol25 structures with the same formula, charge and spin (kJ/mol): 0.0

Each line ends with the Mulliken charge.
Positions of all 10 atoms, in Å:
C -0.81829 0.49124 0.03056  -0.13
C 0.65713 0.49898 -0.01622  -0.04
C -1.78020 -0.43599 -0.07933  -0.68
C 1.61418 -0.43593 0.09230  -0.34
Br 3.44514 -0.02123 -0.01386  -0.14
H -1.17152 1.51203 0.14462  0.20
H 1.02353 1.51630 -0.14133  0.25
H -2.81770 -0.15250 -0.04340  0.25
H -1.57072 -1.48482 -0.21341  0.25
H 1.41844 -1.48809 0.24006  0.37



# 2
Below is a 2-piece molecular cluster, C30H51IN3O5 overall at a distorted geometry, with properties calculated with wB97M-V/def2-TZVPD.

HOMO energy (eV): -0.966
Charge: -1
Kohn-Sham gap (eV): 1.8
DFT total energy (Eh): -2011.5542

Each line ends with the Mulliken charge.
Positions of all 90 atoms, in Å:
C -0.94083 6.64098 0.19808  -0.56
C -0.01624 5.73016 -0.19654  -0.39
C 0.55790 5.76702 -1.55462  0.62
O 0.65628 6.78296 -2.19364  -0.60
O 0.93440 4.56578 -2.00044  -0.04
C 1.24591 4.57162 -3.40606  -0.99
C 1.44473 3.14298 -3.88607  -0.05
C 2.85153 2.59105 -3.53555  -1.04
C 2.76573 1.16554 -2.96275  -0.80
C 2.35475 1.14362 -1.48283  0.42
C 2.32302 -0.31146 -0.95275  -2.06
C 0.96642 -0.87026 -0.46371  0.57
C 0.12845 -1.08128 -1.71423  -2.91
I 0.45272 -3.20898 -2.44916  -0.05
N -1.31733 -0.65041 -1.65518  0.84
C -2.35585 -1.64399 -1.14797  0.78
C -3.46498 -1.00887 -0.30031  -1.31
C -3.07069 -2.27276 -2.36839  -0.78
C -3.72096 -3.62475 -2.06391  -0.58
C -2.77443 -4.82277 -2.02288  -1.20
C -1.34663 0.71515 -1.05472  -1.71
C -0.87681 0.80039 0.39436  0.08
N -0.72760 2.24171 0.65073  -0.07
C 0.30975 -0.12410 0.76546  2.01
C -0.31802 -1.24735 1.61244  -0.72
C -0.76023 -0.79917 3.02575  -1.07
C -2.14733 -1.32477 3.45005  -0.65
C -3.20696 -0.22107 3.59716  -0.44
O -3.84326 -0.34404 4.87857  -0.54
C 1.46942 0.43398 1.59140  0.82
C 2.23001 -0.47633 2.34721  -0.32
C 3.30710 -0.01982 3.08625  -0.54
N 3.73431 1.24674 3.17490  -0.70
C 3.02419 2.08085 2.41993  -0.68
C 1.92897 1.75074 1.63681  -0.65
H -0.72285 7.70095 0.12114  0.27
H -1.88318 6.30345 0.61534  0.24
H 0.33452 4.96103 0.48436  0.30
H 2.17161 5.12333 -3.55556  0.41
H 0.41835 5.03054 -3.94282  0.47
H 0.71535 2.49792 -3.38989  -0.20
H 1.28899 3.06008 -4.95998  0.53
H 3.32403 3.23807 -2.79596  0.44
H 3.46866 2.56086 -4.43338  0.47
H 3.77745 0.75443 -2.98783  0.36
H 2.12067 0.52844 -3.57202  0.27
H 3.16021 1.65549 -0.95258  0.58
H 1.45280 1.72258 -1.27433  -0.57
H 3.10426 -0.51799 -0.22814  0.52
H 2.57032 -0.94709 -1.81083  0.86
H 1.22667 -1.86536 -0.07591  1.06
H 0.55415 -0.50364 -2.52791  0.88
H -1.57017 -0.50701 -2.63277  0.58
H -1.92584 -2.44114 -0.54931  0.19
H -3.19837 -0.92941 0.74919  -0.34
H -4.30095 -1.70601 -0.32178  0.61
H -3.84601 -0.07290 -0.70121  0.25
H -2.38537 -2.40148 -3.20749  0.44
H -3.87956 -1.58644 -2.63787  0.33
H -4.46293 -3.81737 -2.84285  0.46
H -4.27728 -3.61883 -1.12436  0.26
H -2.22471 -4.95577 -2.95102  0.27
H -2.03075 -4.66965 -1.23904  0.26
H -3.30360 -5.72890 -1.73435  0.40
H -0.62971 1.30252 -1.63519  -0.43
H -2.29923 1.22121 -1.20517  0.78
H -1.74391 0.48680 0.98084  0.18
H -1.51617 2.73592 0.24728  0.39
H -0.74656 2.40685 1.65020  0.39
H 0.34894 -2.10199 1.64672  -0.03
H -1.24112 -1.60199 1.15219  -0.51
H -0.00148 -1.10870 3.74035  0.68
H -0.77678 0.29574 3.06996  0.26
H -2.05571 -1.78077 4.43384  0.53
H -2.52531 -2.08040 2.76232  0.37
H -2.76407 0.77187 3.49323  0.39
H -3.98211 -0.35421 2.83337  0.08
H -4.12211 0.53771 5.13653  0.32
H 2.01012 -1.54670 2.36645  0.42
H 3.87243 -0.74877 3.65569  0.50
H 3.34727 3.11888 2.42605  0.41
H 1.45282 2.51361 1.04499  0.50
O 3.89120 -6.28276 3.25574  -0.80
C 2.76880 -5.58248 3.26173  -0.39
C 2.71287 -4.48883 2.05802  -0.51
O 1.58077 -3.76627 2.06271  -0.49
H 2.57179 -4.97072 4.18014  0.16
H 1.82045 -6.16371 3.12826  0.11
H 2.89517 -5.09175 1.14163  0.23
H 3.65774 -3.90832 2.17390  0.19



# 3
Below is C42H43ClP2Ti as an isolated structure at a distorted geometry, with properties calculated with wB97M-V/def2-TZVPD.

HOMO energy (alpha / beta) (eV): -5.508 / -6.830
Charge: 0
<S²>: 2.01
Kohn-Sham gap (alpha / beta) (eV): 5.6 / 7.0
DFT total energy (Eh): -3618.3507
2S+1: 3
Energy above the lowest of the compared OMol25 structures with the same formula, charge and spin (kJ/mol): 0.0

Each line ends with the Mulliken charge.
Positions of all 89 atoms, in Å:
Ti -1.46556 0.03987 1.31094  -0.39
C 3.76766 -0.87138 -2.45802  -0.22
C 4.10698 -0.13631 -1.39714  -0.25
C 4.76293 1.20903 -1.48086  -0.95
C 4.25006 2.14140 -2.60692  -1.32
C 2.78518 2.06276 -2.89095  0.05
C 2.25825 1.28106 -3.83133  -0.68
C 3.03698 0.28387 -4.63475  -1.08
C 4.14102 -0.48777 -3.86592  -1.02
C -3.55518 0.69884 1.12711  -1.71
H 3.32020 -1.87304 -2.36117  0.40
H 4.08196 -0.59218 -0.40366  0.68
H 5.83875 1.04906 -1.63433  0.46
H 4.66082 1.75387 -0.53132  0.24
H 4.46701 3.17158 -2.30323  0.49
H 4.82554 1.97464 -3.52480  0.30
H 2.19208 2.84104 -2.39380  0.94
H 1.29290 1.50084 -4.28234  0.80
H 3.50753 0.81330 -5.47530  0.33
H 2.36679 -0.46604 -5.08033  0.39
H 4.33719 -1.41444 -4.42443  0.51
H 5.08085 0.08374 -3.89113  0.30
H -4.16943 -0.17104 0.85007  0.35
H -3.76747 1.54060 0.46329  0.55
H -3.83486 0.97351 2.16036  0.32
P 0.81912 -0.79169 1.26571  1.82
P -1.13355 1.29414 -0.66923  1.43
C 1.41742 0.42329 0.08956  -0.84
C 0.65411 1.28629 -0.64096  -0.81
C 1.69107 -0.68304 2.84592  0.00
C 2.95295 -0.06970 2.84069  -0.37
C 3.65096 0.09234 4.04392  -0.59
C 3.06537 -0.29981 5.25663  -0.59
C 1.78626 -0.87690 5.25823  -0.63
C 1.10389 -1.07747 4.05960  -0.32
C 1.01379 -2.43168 0.56240  0.68
C 0.26633 -2.80226 -0.56688  -0.28
C 0.43145 -4.08272 -1.09368  -0.62
C 1.33353 -4.97821 -0.50853  -0.62
C 2.04348 -4.60893 0.64144  -0.63
C 1.86434 -3.34699 1.19807  -0.56
C -1.67145 2.99992 -0.35848  0.56
C -1.48382 3.57829 0.90384  -0.39
C -1.98258 4.85879 1.16074  -0.72
C -2.65834 5.55855 0.14826  -0.47
C -2.88090 4.95861 -1.09971  -0.64
C -2.41928 3.66862 -1.35002  -0.38
C -1.83662 0.66688 -2.19847  0.24
C -3.05398 -0.01400 -2.31352  -0.38
C -3.52705 -0.34149 -3.58208  -0.59
C -2.75323 -0.03635 -4.71808  -0.63
C -1.48788 0.55139 -4.58470  -0.27
C -1.02231 0.87813 -3.31600  0.10
H 2.49300 0.40963 -0.08533  -0.16
H 1.11963 2.09994 -1.19793  0.74
H 3.36763 0.29656 1.90838  0.28
H 4.64787 0.52552 4.02392  0.42
H 3.61260 -0.16017 6.19189  0.37
H 1.33514 -1.17020 6.21065  0.42
H 0.10007 -1.52317 4.06418  0.38
H -0.43544 -2.09710 -1.02081  0.18
H -0.13622 -4.38289 -1.98178  0.41
H 1.47521 -5.97801 -0.94110  0.36
H 2.74606 -5.30819 1.10681  0.39
H 2.38619 -3.04841 2.10842  0.41
H -0.95916 3.02116 1.68925  0.29
H -1.82959 5.32059 2.14284  0.39
H -3.02973 6.56790 0.34729  0.36
H -3.41648 5.50804 -1.88696  0.38
H -2.61037 3.17876 -2.30266  0.37
H -3.62318 -0.25619 -1.41000  0.21
H -4.50820 -0.81424 -3.70491  0.41
H -3.12900 -0.27596 -5.71068  0.37
H -0.86598 0.77147 -5.45989  0.43
H -0.04566 1.30440 -3.14851  -0.31
Cl -4.35717 -3.79719 1.67151  -0.23
C -4.24911 -2.64143 2.92372  0.53
C -5.25980 -2.51796 3.85670  -0.44
C -5.14723 -1.59819 4.90209  -0.56
C -3.98363 -0.83946 5.00960  -0.82
C -2.95782 -0.95837 4.06497  -0.01
C -3.10412 -1.80573 2.95423  0.25
C -2.14911 -1.89943 1.82012  -1.60
H -6.12846 -3.16703 3.78403  0.39
H -5.95851 -1.48246 5.61689  0.37
H -3.88586 -0.11906 5.81747  0.36
H -2.03638 -0.37482 4.18250  0.17
H -1.34542 -2.63433 1.93004  1.01
H -2.60307 -1.93482 0.80832  0.50